Record 1
The following is a DFT calculation (ωB97M-V/def2-TZVPD) of a structure of composition C8H10Br7Cl6Cu2F3O2 at a distorted geometry.

- gap between HOMO and LUMO (eV) = 7.8
- total charge = 0
- HOMO level (eV) = -8.80
- DFT total energy (hartree) = -24821.1011

Element x y z (Å)
1 O 9.164652 6.791396 5.582924
2 H 8.239950 5.554992 6.935850
3 H 10.560436 8.372760 5.181745
4 Br 13.225600 9.975613 5.239876
5 C 15.811093 5.866834 9.821490
6 H 7.227410 7.537699 7.633521
7 Br 11.819128 13.377034 5.495796
8 Cl 15.491986 5.122819 8.271127
9 C 8.335740 7.594438 7.697884
10 C 10.479613 7.219649 5.258291
11 C 10.703940 6.860401 3.765019
12 Cl 17.071482 4.926365 10.796539
13 H 14.861885 5.702091 10.309564
14 C 15.611409 12.486666 8.026981
15 Cu 12.592035 9.616773 7.343163
16 H 9.591165 13.073533 6.547438
17 Br 9.601361 11.099394 5.117549
18 Cu 11.906982 7.086973 7.721471
19 Br 16.036299 9.341524 3.810437
20 H 8.618478 8.510783 7.189078
21 C 10.346073 12.408494 6.234045
22 F 10.605247 5.520804 3.573300
23 F 11.914724 7.279539 3.497751
24 H 8.506912 7.764832 8.738492
25 H 9.965317 6.019029 7.241491
26 Br 10.984300 11.504325 7.889823
27 C 14.514877 8.589307 4.713602
28 Cl 16.387776 7.540749 9.880614
29 H 14.164952 7.863838 3.934304
30 O 11.512000 6.653917 5.939102
31 F 9.915669 7.540829 2.880763
32 Br 15.104844 7.633905 6.260890
33 H 14.659667 12.563365 8.385358
34 Cl 15.814766 13.678448 6.768052
35 Cl 15.797143 10.892011 7.359468
36 Cl 16.935621 12.867859 9.284499
37 C 8.963572 6.378425 6.928306
38 Br 13.023391 8.331715 9.373736

Cartesian forces, eV/Å:
O 0.0 -0.2 -0.2
H 0.4 0.1 -0.2
H -0.4 -1.1 0.7
Br 0.3 -0.1 -1.9
C 0.9 -0.7 1.2
H 0.6 0.0 -0.2
Br -0.1 0.1 -0.2
Cl 0.5 0.2 -0.3
C -0.8 -0.4 -0.9
C 0.6 0.7 -0.8
C -1.4 -0.4 1.0
Cl -0.9 0.2 -0.8
H 0.1 0.7 0.6
C 3.7 0.3 -0.5
Cu -0.2 -0.5 1.4
H -0.6 0.7 0.4
Br -0.3 -0.3 -0.6
Cu 0.4 0.4 -0.2
Br 0.1 0.5 -0.1
H 0.2 0.1 -0.2
C 1.3 -0.8 0.5
F 0.1 1.1 -0.5
F 1.9 0.0 -1.0
H 0.7 -0.5 0.8
H -0.9 0.1 0.6
Br -0.3 0.3 0.1
C 0.6 -1.0 -0.7
Cl -0.5 -0.5 -0.6
H -0.6 0.9 1.2
O -0.7 0.4 0.2
F -0.2 -0.8 0.5
Br -0.2 -0.1 -0.2
H -2.2 0.4 1.5
Cl -0.2 0.4 -0.5
Cl 0.3 -0.5 0.3
Cl -1.5 -0.6 -0.7
C 0.0 0.9 0.3
Br -0.6 0.0 -0.3



Record 2
The following is a DFT calculation (ωB97M-V/def2-TZVPD) of a cluster of 2 separate species, C8H10BrN3 in total at a distorted geometry.

- ΔE to the lowest compared entry with this formula, charge and spin (kcal/mol) = 119.0
- gap between HOMO and LUMO (eV) = 8.1
- total charge = 0
- HOMO level (eV) = -8.01
- DFT total energy (hartree) = -3048.9171

Element x y z (Å)
1 C -1.774418 -0.016614 0.258500
2 C 2.574365 1.889121 0.088947
3 Br 3.386060 -0.347633 1.728297
4 H 0.281539 -1.991357 3.617028
5 H 0.022070 1.333279 -1.572405
6 C 0.080299 0.270271 -1.316601
7 H -1.173890 -1.694314 2.500332
8 C -0.142729 -1.484112 2.768664
9 H 1.785337 2.445857 -0.384546
10 H -0.588079 -1.599496 -2.204446
11 H 3.574649 2.284241 -0.021615
12 H 1.121039 -0.046154 -1.392411
13 N 0.607645 -0.678267 2.143488
14 N -2.211309 -0.345467 -2.090169
15 C 2.343423 0.787975 0.746018
16 H -3.685096 -0.003038 -0.776948
17 H -0.570387 -0.229516 -3.319891
18 N 0.445130 0.037056 1.115604
19 H -2.231054 -0.060701 1.233892
20 C -0.795316 -0.524010 -2.292155
21 C -2.614063 -0.101998 -0.911757
22 C -0.435214 0.074875 0.082175

Cartesian forces, eV/Å:
C 0.6 -0.3 0.3
C 0.1 0.2 -0.2
Br 0.3 0.1 -0.1
H 0.1 -0.1 0.1
H 0.1 0.0 0.0
C -0.1 -0.2 -0.2
H -0.1 0.1 -0.1
C -0.8 -0.2 -0.2
H -0.3 0.0 0.0
H 0.0 0.0 0.0
H 0.1 -0.1 0.1
H -0.1 0.1 0.0
N 0.2 -0.3 0.8
N -0.6 0.1 -0.4
C -3.0 -1.5 0.8
H -0.2 0.0 0.1
H 0.1 -0.1 0.1
N 4.0 2.1 -0.9
H 0.0 0.0 0.1
C 0.3 0.1 0.2
C -0.2 -0.1 -0.3
C -0.9 -0.1 -0.2



Record 3
The following is a DFT calculation (ωB97M-V/def2-TZVPD) of an isolated molecule of C8H10Cl2N4 at a distorted geometry.

- ΔE to the lowest compared entry with this formula, charge and spin (kcal/mol) = 61.4
- gap between HOMO and LUMO (alpha / beta) (eV) = 6.9 / 7.8
- total charge = 0
- HOMO level (alpha / beta) (eV) = -8.09 / -8.97
- DFT total energy (hartree) = -1450.0940

Element x y z (Å)
1 C -1.764683 -1.291202 1.215671
2 Cl 0.936324 3.101592 0.634455
3 N 1.566572 -1.052683 0.457157
4 H 3.375253 0.198158 -1.703118
5 N -0.853254 0.690252 0.153385
6 H -0.720849 1.016277 1.050447
7 H -3.630455 0.463923 -1.047792
8 C -3.261896 0.276187 -0.083954
9 H -1.899275 -0.595553 2.119076
10 H -2.592776 -2.047738 1.212239
11 C 0.274921 0.751497 -0.520000
12 H -3.967920 -0.482246 0.180384
13 C 3.331138 0.419322 -0.563456
14 Cl 4.058590 -1.764543 0.751620
15 H -3.236830 1.136112 0.500434
16 H -1.536169 -0.829055 -0.918057
17 C 1.405261 1.672987 -0.116590
18 C 2.756991 -0.806736 0.270605
19 C -1.881215 -0.364168 0.004233
20 H -0.792504 -1.921042 1.178735
21 H 4.472299 0.575669 -0.376426
22 N 0.690046 -0.565530 -2.652426
23 C 0.586247 -0.123845 -1.618128
24 N 2.684178 1.542356 -0.128498

Cartesian forces, eV/Å:
C 0.4 -0.8 0.4
Cl -1.3 1.6 0.8
N 0.0 0.6 0.0
H -0.9 0.1 1.7
N -0.4 -0.5 -1.8
H -0.2 1.3 2.4
H 0.3 0.9 -1.7
C 0.8 -2.1 -0.4
H 0.5 -1.4 -0.9
H 0.5 0.8 0.0
C 3.3 -1.2 0.7
H -0.6 -0.2 1.1
C 3.0 -1.2 -1.2
Cl 1.2 -1.4 0.8
H -0.6 1.4 1.2
H -0.6 -0.5 0.0
C 1.0 -1.2 -0.3
C -0.7 0.9 -1.5
C 0.9 0.1 -0.5
H -1.4 1.5 0.4
H -2.0 -0.5 0.1
N 0.5 -1.6 -2.7
C -1.3 2.2 2.1
N -2.3 1.3 -0.8



Record 4
The following is a DFT calculation (ωB97M-V/def2-TZVPD) of an isolated molecule of C8H10Cl2NOP at a distorted geometry.

- 2S+1 = 3
- gap between HOMO and LUMO (alpha / beta) (eV) = 6.4 / 6.2
- <S²> = 2.044
- total charge = 0
- HOMO level (alpha / beta) (eV) = -5.91 / -9.46
- DFT total energy (hartree) = -1702.4380

Element x y z (Å)
1 P 2.696926 0.598162 -0.138153
2 H 0.483850 2.295679 -0.709788
3 C -0.321173 1.790842 -0.241409
4 H -0.453512 1.283067 1.524996
5 C -1.235033 -1.904833 0.077642
6 C -0.226718 0.294958 -0.313332
7 C -1.381648 -0.526383 -0.231730
8 H -2.905738 0.094883 -1.442055
9 H -2.043476 -2.535947 0.446069
10 C 0.023381 -2.417931 0.304259
11 Cl 3.609767 -0.088338 1.549672
12 Cl 3.503099 -0.514900 -1.563031
13 H 2.161400 2.540748 0.174855
14 H -1.295381 2.013519 -0.844045
15 C 1.047394 -0.219563 -0.093960
16 O -0.496337 2.129271 1.095689
17 H -0.032223 -3.385023 0.636871
18 H 2.124260 -2.180900 0.241131
19 H -3.066224 0.935857 0.236684
20 N 2.909561 2.111704 -0.413538
21 C 1.184568 -1.629209 0.219858
22 H -3.485820 -0.719348 -0.140338
23 C -2.800912 0.033676 -0.376355

Cartesian forces, eV/Å:
P -1.8 0.6 -0.2
H 0.7 0.4 -0.4
C -3.7 -0.7 -2.4
H 0.0 -0.3 1.0
C 1.4 -2.9 1.1
C 1.3 0.0 0.5
C -0.8 3.3 -0.1
H -0.4 1.0 -0.8
H -0.2 0.4 -0.6
C -1.6 2.5 -0.5
Cl 0.0 -0.3 0.2
Cl 0.7 -0.3 -0.5
H 0.9 0.2 -0.4
H 1.6 0.3 0.9
C 0.9 1.5 -0.1
O 0.1 0.8 0.5
H 0.8 -2.4 0.7
H -0.1 0.6 0.1
H 0.5 -0.6 -1.0
N -1.1 -0.3 0.6
C -0.2 -3.2 -0.1
H -1.0 -1.3 0.7
C 1.8 0.4 0.6